Record 1
ORCA calculation (ωB97M-V/def2-TZVPD) on a structure of composition C29H41AsBrClNO4P2Si2Y at a distorted geometry.

- LUMO: -0.378 eV
- Orbital gap: 6.56 eV
- Charge: 0
- Highest occupied orbital energy: -6.93 eV
- ΔE to the lowest compared entry with this formula, charge and spin: 112.57 kJ/mol
- Max |F|: 2.59 eV/Å

XYZ file:
```
83
Properties=species:S:1:pos:R:3:forces:R:3
Y -0.0774 -0.2168 0.1893 1.95 -1.02 0.19
Cl -2.1621 -6.6213 -3.5862 -0.03 -0.04 -0.01
C -1.8111 -5.3104 -2.4990 0.05 -0.02 -0.07
C -2.3252 -5.3477 -1.1844 0.05 0.10 -0.03
C -2.0425 -4.3480 -0.3020 -0.03 -0.02 0.09
C -1.2350 -3.2276 -0.6679 0.10 -0.03 -0.20
O -0.9465 -2.3351 0.1876 0.04 0.23 0.15
C -0.7587 -3.1923 -2.0240 -0.17 -0.06 0.34
C -0.0246 -2.0954 -2.5354 0.03 0.02 -0.13
O 0.2465 -1.0224 -1.9684 0.04 0.10 -0.01
C -1.0491 -4.2627 -2.9067 0.04 0.05 -0.06
H -2.9515 -6.1793 -0.8891 0.02 -0.02 0.01
H -2.4283 -4.3699 0.7089 -0.01 0.01 -0.01
H 0.3287 -2.2194 -3.5720 -0.01 0.06 -0.02
H -0.6619 -4.2279 -3.9186 -0.03 -0.02 0.00
Br -0.0908 2.9732 -1.1727 0.04 0.42 0.09
C 0.4398 3.1534 0.6470 -0.03 -0.28 -0.31
C 0.7079 4.3677 1.2435 0.03 0.04 0.07
C 1.1746 4.3257 2.5532 -0.04 -0.01 -0.08
C 1.3781 3.1035 3.1790 0.06 -0.04 0.06
C 1.0646 1.9470 2.4887 0.00 -0.18 -0.11
N 0.5801 1.9870 1.2432 -0.23 0.27 0.12
C 1.2844 0.5238 3.0201 0.08 0.45 0.18
O 1.9324 0.3790 4.0372 -0.10 -0.05 -0.04
O 0.7627 -0.3715 2.2658 -0.24 -0.12 0.01
H 0.5648 5.2943 0.7083 -0.01 0.01 0.01
H 1.3921 5.2500 3.0721 0.01 0.00 0.00
H 1.7745 3.0222 4.1813 0.00 -0.01 -0.01
C 3.3976 2.3348 -0.5410 -0.20 -0.11 0.08
P 2.6946 0.6367 -0.4330 0.81 0.07 -0.44
C 3.3360 -0.0153 -2.0343 -0.12 0.06 0.13
C 3.8338 -0.1538 0.7705 -0.11 -0.06 0.06
C 4.9680 0.4789 1.2761 0.02 0.02 -0.01
C 5.8064 -0.1789 2.1615 0.04 0.00 0.04
C 5.5260 -1.4790 2.5506 0.01 -0.02 0.03
C 4.3928 -2.1107 2.0668 -0.02 0.02 -0.02
C 3.5357 -1.4582 1.1873 -0.06 0.05 -0.02
P 1.9978 -2.2366 0.5613 0.87 -0.81 0.24
C 2.7399 -3.5206 -0.5447 -0.25 0.15 -0.09
C 1.5018 -3.3153 1.9591 -0.05 0.12 -0.07
H 3.3219 2.8383 0.4243 0.02 0.04 -0.02
H 2.8299 2.9015 -1.2778 -0.01 0.00 0.01
H 4.4398 2.3034 -0.8569 0.02 0.01 0.03
H 4.4251 -0.0508 -2.0358 0.01 0.02 -0.01
H 2.9876 0.6531 -2.8237 -0.01 -0.05 -0.04
H 2.9299 -1.0059 -2.2272 0.01 0.01 -0.01
H 5.2117 1.4951 0.9979 -0.03 -0.01 -0.04
H 6.6788 0.3286 2.5533 -0.01 0.00 -0.01
H 6.1791 -1.9956 3.2422 0.00 0.02 0.00
H 4.1667 -3.1183 2.3914 0.00 0.00 0.01
H 3.4772 -4.1147 -0.0049 0.01 0.00 0.03
H 3.2246 -3.0576 -1.4046 -0.01 -0.02 0.00
H 1.9450 -4.1767 -0.9061 0.03 -0.01 -0.01
H 2.2113 -4.1276 2.1125 0.03 0.00 0.01
H 0.5217 -3.7355 1.7349 0.00 0.01 0.00
H 1.4220 -2.7005 2.8530 -0.02 -0.03 0.02
C -3.0806 3.9526 0.7742 0.10 -0.33 -0.24
Si -3.3360 2.1169 1.2157 -0.46 0.06 0.47
C -5.2148 1.8776 1.3926 0.31 0.01 -0.11
C -2.5724 1.8950 2.9454 -0.03 -0.11 -0.26
As -2.6060 0.2890 -0.0593 -2.26 1.21 -0.40
Si -3.1763 0.9064 -2.2591 -0.46 -0.14 -0.34
C -4.4868 -0.3652 -2.7755 0.19 0.19 0.09
C -1.8497 0.8317 -3.6232 -0.01 0.00 0.36
C -3.9486 2.6329 -2.4140 0.15 -0.22 0.19
H -3.7013 4.5642 1.4336 -0.03 -0.08 0.07
H -3.3697 4.1720 -0.2542 0.00 0.03 0.07
H -2.0460 4.2693 0.9086 0.01 0.00 0.01
H -5.6488 2.4689 2.2024 0.05 0.05 0.00
H -5.4116 0.8211 1.5818 -0.04 0.01 0.03
H -5.7270 2.1433 0.4640 -0.01 -0.01 0.01
H -3.2263 2.3019 3.7199 -0.03 0.03 -0.03
H -1.6051 2.3956 3.0354 -0.01 0.00 -0.03
H -2.4212 0.8336 3.1591 0.00 0.02 0.05
H -4.0511 -1.3681 -2.7796 -0.01 0.00 0.02
H -4.9020 -0.1678 -3.7673 0.03 0.03 -0.01
H -5.3012 -0.3663 -2.0484 -0.01 -0.01 -0.02
H -1.4985 -0.1886 -3.7721 0.01 -0.01 -0.02
H -0.9782 1.4551 -3.4132 0.02 -0.04 -0.03
H -2.2839 1.1759 -4.5651 -0.09 0.02 0.03
H -4.7113 2.7900 -1.6488 0.00 0.04 -0.04
H -4.4203 2.7489 -3.3925 0.01 -0.08 -0.03
H -3.1941 3.4162 -2.3120 -0.02 -0.01 0.01
```
Forces are in eV/Å.

Record 2
ORCA calculation (ωB97M-V/def2-TZVPD) on a structure of composition C3H11N2 at a distorted geometry.

- LUMO: -3.531 eV
- Orbital gap: 11.42 eV
- Charge: +1
- Highest occupied orbital energy: -14.95 eV
- ΔE to the lowest compared entry with this formula, charge and spin: 127.79 kJ/mol
- Max |F|: 1.95 eV/Å

XYZ file:
```
16
Properties=species:S:1:pos:R:3:forces:R:3
C -0.0938 -1.1473 1.9325 -0.21 -0.36 0.55
N 0.2986 0.2191 1.5741 -0.13 1.75 -0.65
H -0.5336 -1.1517 2.9297 0.05 -0.05 -0.07
H 0.7693 -1.8076 1.9518 -0.06 0.02 -0.19
H -0.8479 -1.5126 1.2367 0.16 -0.02 -0.07
H 1.2921 0.4198 1.6338 0.16 -0.47 0.11
H 0.0276 0.4955 0.3521 0.89 -1.37 0.38
H -0.1102 0.9322 2.1689 -0.31 -0.18 0.21
C -1.0869 0.0756 -1.7309 0.45 -0.67 -0.95
C 1.1140 0.9175 -1.5374 0.77 -0.43 -1.73
N 0.1401 0.3440 -0.9906 -0.97 1.43 0.91
H -1.3570 -0.9702 -1.5830 -0.20 0.13 0.20
H -1.8870 0.7403 -1.4264 -0.04 0.01 0.28
H -0.9226 0.1994 -2.8069 -0.02 0.11 0.13
H 2.0551 1.2036 -1.0788 -0.30 -0.03 0.77
H 1.1422 1.0423 -2.6256 -0.23 0.11 0.12
```
Forces are in eV/Å.

Record 3
ORCA calculation (ωB97M-V/def2-TZVPD) on a structure of composition C32H31N3O3PdSi at a distorted geometry.

- LUMO: 4.819 eV
- Orbital gap: 4.94 eV
- Charge: -2
- Highest occupied orbital energy: -0.12 eV
- Max |F|: 4.70 eV/Å

XYZ file:
```
71
Properties=species:S:1:pos:R:3:forces:R:3
Pd 0.7485 -1.9763 -0.3518 0.52 -0.16 -0.09
C -2.7960 -3.7248 -0.3350 1.41 -1.00 -1.03
O -1.8462 -2.8725 0.2387 -0.11 -0.39 0.01
C -2.3622 -1.9499 1.0936 -0.28 0.52 -0.23
C -3.7184 -1.8274 1.3584 -0.55 0.29 -0.38
C -4.1643 -0.7687 2.1844 -0.74 0.06 0.23
C -3.2406 0.1111 2.7510 -1.02 -0.72 -0.15
C -1.9020 -0.0370 2.4467 -1.48 0.41 0.71
C -1.4167 -0.9747 1.5443 0.28 -0.53 -0.09
N -0.1549 -0.9234 1.1073 0.20 -0.77 -1.08
N 0.5307 0.2068 1.4878 -0.68 -0.68 2.09
C 1.0396 1.0093 0.6417 1.20 1.07 -1.68
C 1.2146 0.9982 -0.7833 -1.93 -1.76 0.07
O 0.5363 -0.0841 -1.5526 0.18 1.19 0.33
C 1.9015 1.9000 -1.5384 -0.35 -0.64 -1.44
C 2.5637 2.9396 -1.0031 -0.10 0.98 2.18
C 2.4233 3.1199 0.4192 0.46 -0.33 -0.44
C 3.1005 4.2071 1.0484 -0.45 0.07 0.08
C 3.0488 4.3237 2.4043 -0.20 0.46 1.19
C 2.2964 3.4266 3.1950 0.02 0.97 0.92
C 1.5874 2.4294 2.6355 -0.50 -1.82 -1.71
C 1.6856 2.1969 1.2070 0.47 0.97 1.26
H -3.3762 -3.1259 -1.0850 0.07 -0.89 0.51
H -3.4001 -4.1932 0.4558 -0.21 0.11 -0.39
H -2.1610 -4.5563 -0.8256 -1.20 1.32 0.42
H -4.4871 -2.4369 0.8018 1.05 0.62 0.91
H -5.2397 -0.6572 2.3943 0.51 -0.07 -0.17
H -3.6080 0.9016 3.4311 0.43 -0.45 -0.39
H -1.2617 0.6087 2.9518 1.32 1.00 0.27
H 1.8230 1.7643 -2.6144 0.30 -0.13 -0.03
H 3.1180 3.6789 -1.5191 0.39 0.44 -0.79
H 3.5485 4.9704 0.4072 0.16 -0.28 0.24
H 3.4492 5.1197 3.0485 0.35 0.09 -1.01
H 2.2127 3.6801 4.2634 0.07 -0.41 -0.41
H 0.9803 1.6714 3.1704 0.47 0.77 -0.21
C 3.2643 -4.2211 0.6489 -0.96 -1.11 0.72
Si 1.6356 -3.3365 1.2504 -0.44 0.34 -0.77
C 2.1997 -2.5083 2.8316 0.36 1.41 0.15
C 0.2600 -4.5982 1.7465 2.15 -0.10 1.72
N 1.5570 -2.6365 -2.1885 -0.33 -0.94 0.78
C 1.9992 -2.0172 -3.0684 0.52 1.14 -0.45
C 2.5765 -1.2419 -4.0528 1.05 -0.34 -0.37
C 1.9407 -0.2741 -4.8854 -1.08 -0.08 1.86
C 0.7506 0.3724 -4.7124 -0.29 0.65 -0.73
C -0.3647 0.3568 -3.7236 -0.22 0.07 -0.68
C -0.4676 0.2514 -2.3923 0.82 0.00 -0.96
O -1.7165 0.4144 -1.8274 0.35 0.31 0.25
C -2.0997 1.6929 -1.5343 -0.98 0.96 0.50
C -3.3640 1.7658 -0.9203 0.28 0.83 0.36
C -3.8485 3.0140 -0.4757 0.21 -1.30 -0.17
C -3.1129 4.1643 -0.7571 -1.30 1.54 0.78
C -1.8700 4.1435 -1.4049 -2.69 -3.80 0.62
C -1.3822 2.8855 -1.8000 0.89 -0.33 -0.25
H 2.9326 -5.1924 0.2076 0.44 0.32 0.48
H 3.9980 -4.3666 1.4788 -0.60 -0.15 -0.49
H 3.7720 -3.7343 -0.1522 0.24 0.75 -0.56
H 2.4896 -3.2271 3.5843 -0.04 -0.43 0.42
H 1.5178 -1.7516 3.2578 -0.12 -0.56 -0.19
H 3.1078 -1.8990 2.6523 -0.21 -0.35 -0.22
H 0.9090 -5.4083 2.2008 -0.88 0.25 -0.39
H -0.2904 -4.9695 0.8996 -0.44 -0.05 -0.01
H -0.3103 -4.1648 2.6097 0.04 -0.35 -1.11
H 3.6809 -1.2689 -4.1103 -0.73 -0.31 -0.01
H 2.5084 0.0712 -5.7213 0.45 0.19 -0.46
H 0.5773 1.1241 -5.5146 -0.24 -0.58 0.51
H -1.3494 0.5903 -4.1823 0.67 -0.10 0.28
H -3.9142 0.8431 -0.7389 0.21 0.17 0.09
H -4.7844 3.0098 0.1352 0.85 0.30 -0.78
H -3.6422 5.1250 -0.4447 1.19 -1.05 -0.46
H -1.4409 5.0206 -1.6743 1.65 2.36 -0.63
H -0.3926 2.8155 -2.3013 -0.88 0.05 0.45
```
Forces are in eV/Å.

Record 4
ORCA calculation (ωB97M-V/def2-TZVPD) on the ion CH4O4P with charge -1 at a distorted geometry.

- LUMO: 4.225 eV
- Orbital gap: 9.30 eV
- Charge: -1
- Highest occupied orbital energy: -5.07 eV
- ΔE to the lowest compared entry with this formula, charge and spin: 87.41 kJ/mol
- Max |F|: 4.14 eV/Å
- SMILES: O=[P@@H]([O-])C(O)O

XYZ file:
```
10
Properties=species:S:1:pos:R:3:forces:R:3
C 0.4878 -0.4964 0.4983 0.78 1.31 0.28
O -1.1524 0.0779 -1.4919 0.05 -0.59 -2.58
O -2.2156 0.1132 0.8063 -0.14 0.66 0.86
O 1.6832 0.6992 -0.0178 -0.99 -3.73 1.49
O 0.6295 -1.6263 -0.2233 1.66 -1.01 2.68
P -1.0693 0.4233 -0.0774 0.73 -0.81 1.33
H 0.5942 -0.8660 1.5792 0.29 1.41 -1.33
H 1.0878 1.4190 0.0927 -0.32 1.28 -0.03
H 0.4050 -1.4418 -1.0886 -1.19 0.83 -3.27
H -0.4503 1.6978 -0.0774 -0.85 0.64 0.57
```
Forces are in eV/Å.

Record 5
ORCA calculation (ωB97M-V/def2-TZVPD) on a cluster of 2 separate species, C4H13N2 in total at a distorted geometry.

- LUMO: -7.183 eV
- Orbital gap: 6.93 eV
- Charge: +1
- Highest occupied orbital energy: -14.11 eV
- ΔE to the lowest compared entry with this formula, charge and spin: 363.65 kJ/mol
- Max |F|: 2.47 eV/Å

XYZ file:
```
19
Properties=species:S:1:pos:R:3:forces:R:3
C 0.7135 -2.4774 -0.9142 0.19 0.79 -1.16
C 0.0084 -1.4343 -0.0129 -0.53 -0.11 2.41
C -0.3822 -0.2277 -0.6655 0.69 -0.61 -0.63
C 0.5236 0.9192 -0.7503 -0.26 1.42 -0.74
N 1.1687 1.4322 0.4289 0.07 -0.29 0.42
N -1.6694 1.5955 1.5544 -0.30 0.28 -0.27
H 1.5082 -1.9868 -1.4761 0.13 -0.04 0.10
H 1.1588 -3.2201 -0.2841 -0.01 -0.43 0.34
H 0.0436 -2.9037 -1.6554 -0.16 -0.17 0.21
H -0.8618 -1.8945 0.4723 -0.14 -0.18 -0.46
H 0.6378 -1.1644 0.8452 0.44 -0.14 -0.40
H -1.3561 -0.2489 -1.1582 0.13 0.30 -0.29
H 0.0186 1.7373 -1.2722 -0.12 0.11 0.28
H 1.3050 0.7052 -1.5097 -0.16 -0.69 -0.01
H 1.6756 0.7500 0.9777 0.17 0.04 -0.16
H -1.9097 1.0911 2.4006 0.08 -0.14 -0.03
H 0.5163 1.9181 1.0372 -0.13 -0.08 -0.08
H -1.4777 0.9285 0.8149 -0.20 -0.21 0.31
H -2.5238 2.0568 1.2473 0.11 0.14 0.16
```
Forces are in eV/Å.

Record 6
ORCA calculation (ωB97M-V/def2-TZVPD) on a structure of composition C15H8F5IN2NiS2.

- LUMO (spin up / spin down): -0.918 / -0.859 eV
- Orbital gap (spin up / spin down): 7.28 / 7.30 eV
- Charge: 0
- Highest occupied orbital energy (spin up / spin down): -8.20 / -8.16 eV
- ΔE to the lowest compared entry with this formula, charge and spin: 66.29 kJ/mol
- Max |F|: 0.60 eV/Å

XYZ file:
```
34
Properties=species:S:1:pos:R:3:forces:R:3
Ni -1.0739 0.3047 0.2007 -0.17 0.02 0.21
F 1.3661 -4.5011 -3.7749 -0.01 0.08 0.06
C 1.2788 -3.4174 -3.0016 -0.01 0.09 0.07
C 0.4221 -3.4057 -1.9076 0.29 0.16 -0.26
F -0.3175 -4.4775 -1.6254 -0.01 -0.03 0.00
C 0.3523 -2.2753 -1.1128 0.34 -0.05 -0.49
F -0.4814 -2.3172 -0.0751 -0.33 0.04 0.47
C 1.0978 -1.1299 -1.3725 0.07 0.08 0.00
S 1.0172 0.3180 -0.3709 0.26 -0.10 -0.04
C 1.9471 -1.1748 -2.4758 0.02 0.04 0.00
F 2.6997 -0.1121 -2.7899 -0.12 -0.13 0.07
C 2.0469 -2.2945 -3.2825 -0.05 -0.15 -0.03
F 2.8750 -2.2968 -4.3337 -0.15 -0.03 0.18
S -2.0504 0.3953 -1.6569 -0.06 -0.11 -0.11
C -2.0330 2.1719 -1.7764 -0.31 -0.08 0.07
C -3.1847 2.8983 -1.4752 0.05 -0.07 0.03
C -3.1885 4.2780 -1.5966 0.10 0.07 -0.04
C -2.0424 4.9432 -2.0124 -0.04 0.06 0.00
C -0.8978 4.2171 -2.3135 -0.09 0.24 0.01
C -0.8943 2.8404 -2.2040 -0.03 0.04 -0.04
H -4.0745 2.3758 -1.1466 0.03 -0.01 -0.01
H -4.0880 4.8307 -1.3640 -0.03 0.05 0.01
H -2.0425 6.0220 -2.1073 -0.01 -0.02 0.01
H -0.0024 4.7247 -2.6442 0.04 0.05 -0.02
H -0.0078 2.2843 -2.4441 0.23 -0.20 -0.05
I -1.3444 -0.8875 6.1658 -0.06 -0.09 0.21
C -0.8317 -0.0901 4.3572 0.31 0.34 -0.34
C 0.1448 0.8558 4.0947 -0.20 -0.22 0.13
N 0.1203 1.0782 2.7749 0.40 0.31 -0.23
N -0.7958 0.3346 2.1597 -0.13 -0.14 -0.27
C -1.3831 -0.3824 3.1037 -0.18 -0.07 0.11
H 0.8343 1.3668 4.7395 0.05 0.03 0.09
H 0.7531 1.6352 2.2110 -0.13 -0.15 0.21
H -2.1696 -1.0712 2.8508 -0.06 -0.05 0.01
```
Forces are in eV/Å.

Record 7
ORCA calculation (ωB97M-V/def2-TZVPD) on an isolated molecule of C23H26N2O4.

- LUMO: 0.488 eV
- Orbital gap: 8.20 eV
- Charge: 0
- Highest occupied orbital energy: -7.71 eV
- ΔE to the lowest compared entry with this formula, charge and spin: 233.11 kJ/mol
- Max |F|: 0.60 eV/Å
- SMILES: CCCCC(=O)Nc1c(-c2ccc(OC)c(OC)c2)c(=O)c2ccccc2n1C

XYZ file:
```
55
Properties=species:S:1:pos:R:3:forces:R:3
C 1.7781 6.3535 -0.1227 0.15 -0.19 -0.07
C 2.0142 4.8851 -0.4531 -0.27 0.08 0.13
C 0.7350 4.0659 -0.3092 0.29 -0.12 -0.13
C 0.9627 2.5855 -0.6268 -0.24 0.27 -0.08
C -0.3561 1.8392 -0.6132 0.38 0.07 0.01
O -1.3265 2.1985 -1.2358 -0.10 0.06 -0.17
N -0.3521 0.7365 0.2110 -0.08 -0.42 0.42
C -1.3602 -0.2486 0.2143 0.08 -0.25 -0.22
C -1.0159 -1.5551 0.0137 0.05 -0.06 -0.03
C -2.0309 -2.5919 -0.0703 0.04 0.22 0.22
O -1.7743 -3.7833 -0.1865 -0.03 0.01 -0.08
C -3.4078 -2.0774 -0.0365 -0.22 0.04 -0.01
C -4.4626 -2.9686 -0.2449 -0.01 0.07 0.02
C -5.7678 -2.5374 -0.2339 0.02 -0.11 -0.02
C -6.0353 -1.1883 -0.0250 0.08 0.06 0.04
C -5.0128 -0.2902 0.1870 -0.07 0.14 0.03
C -3.6793 -0.7191 0.1943 -0.17 -0.57 -0.10
N -2.6424 0.1640 0.4201 0.28 0.11 -0.07
C -2.9236 1.4757 0.9598 -0.20 0.48 0.08
H -3.2334 2.1707 0.1772 -0.02 -0.05 0.10
H -3.7044 1.3930 1.7163 0.07 -0.03 0.00
H -2.0258 1.8694 1.4322 -0.11 -0.04 -0.03
H -5.2523 0.7523 0.3170 0.01 0.10 0.03
H -7.0558 -0.8346 -0.0341 -0.07 0.06 0.00
H -6.5777 -3.2324 -0.3934 -0.06 -0.07 -0.02
H -4.2069 -4.0039 -0.4138 0.03 -0.07 0.00
C 0.3960 -1.9570 -0.1571 0.04 -0.04 -0.16
C 0.8166 -2.5776 -1.3180 -0.08 0.18 0.20
C 2.1417 -2.9592 -1.4713 0.26 -0.05 0.03
C 3.0661 -2.7328 -0.4668 0.13 0.04 0.16
C 2.6409 -2.1214 0.7341 0.34 0.01 -0.01
C 1.3188 -1.7418 0.8727 0.13 -0.15 0.03
H 0.9704 -1.3185 1.8041 0.00 0.02 0.11
O 3.6077 -1.9505 1.6818 -0.06 -0.19 -0.45
C 3.2303 -1.4545 2.9397 -0.08 0.10 0.20
H 2.4703 -2.0852 3.4127 0.02 0.03 -0.03
H 4.1357 -1.4684 3.5444 -0.09 0.03 0.00
H 2.8582 -0.4248 2.8771 -0.01 -0.05 -0.01
O 4.3875 -3.0599 -0.5215 -0.31 0.19 0.29
C 4.8586 -3.7325 -1.6618 0.07 -0.11 -0.21
H 5.9157 -3.9173 -1.4772 -0.07 -0.01 -0.06
H 4.7516 -3.1214 -2.5648 -0.01 -0.03 0.04
H 4.3441 -4.6879 -1.8079 0.01 0.04 0.00
H 2.4399 -3.4418 -2.3880 0.09 -0.05 -0.07
H 0.1091 -2.7687 -2.1086 -0.08 -0.04 -0.07
H 0.5578 0.3590 0.4473 -0.12 0.19 -0.09
H 1.3777 2.4983 -1.6340 0.02 -0.07 0.01
H 1.6726 2.1489 0.0772 0.04 -0.04 -0.03
H -0.0295 4.4519 -0.9855 -0.05 0.00 0.05
H 0.3558 4.1612 0.7115 -0.07 0.04 0.03
H 2.3851 4.7985 -1.4766 0.07 -0.07 -0.02
H 2.7809 4.4815 0.2127 0.08 -0.04 -0.05
H 2.6975 6.9230 -0.2345 0.04 0.13 0.02
H 1.4286 6.4637 0.9016 -0.04 0.07 0.10
H 1.0283 6.7768 -0.7869 -0.08 0.10 -0.05
```
Forces are in eV/Å.